1.
Density functional theory data (ωB97M-V/def2-TZVPD) for a molecular structure, C54H50AsBrCl5N3O2SSr.

Output
- F_max: 0.9 eV/A
- Calculated total energy: -270540.79034 eV
- Energy relative to the best compared isomer or geometry (same formula, charge and spin): 305.4 kJ/mol
- Molecular weight: 1224.79 g/mol

Structure (ORCA input):
```
! wB97M-V def2-TZVPD RIJCOSX def2/J DEFGRID3
* xyz -2 1
Sr 0.5649 -0.4713 0.5786
C -4.4952 -0.2422 7.2966
C -3.7164 -0.5930 6.0282
C -4.5030 -0.0597 4.8228
C -3.6165 -2.1202 5.9365
C -2.3007 -0.0114 6.0281
C -1.7470 0.5999 7.1613
C -0.4532 1.0985 7.1609
C 0.2943 1.0061 5.9971
S 1.8844 1.5889 5.6546
C 1.6964 1.0470 3.9771
N 0.5767 0.4534 3.7244
C -0.2408 0.4161 4.8450
C -1.5288 -0.1071 4.8763
C 2.7243 1.3783 2.9739
C 3.7616 2.2505 3.3224
C 4.6348 2.7074 2.3506
C 4.4329 2.3114 1.0293
C 3.3979 1.4366 0.7222
C 2.5165 0.8922 1.6764
H -5.4979 -0.6706 7.2291
H -4.5969 0.8382 7.4226
H -4.0201 -0.6513 8.1904
H -5.5092 -0.4873 4.8112
H -4.0257 -0.3196 3.8777
H -4.5875 1.0283 4.8668
H -4.6104 -2.5721 5.8774
H -3.1004 -2.5247 6.8106
H -3.0541 -2.4195 5.0531
H -2.3287 0.6901 8.0680
H -0.0459 1.5664 8.0487
H -1.9062 -0.5701 3.9731
H 3.8787 2.6047 4.3431
H 5.4354 3.3899 2.6121
H 5.0750 2.6907 0.2396
H 3.2611 1.1869 -0.3332
O -4.2375 -5.7230 -3.2610
C -3.3742 -4.8199 -2.7059
C -3.2228 -4.6795 -1.3330
C -2.3328 -3.7266 -0.8752
N -1.6197 -2.9279 -1.6706
C -1.7695 -3.1072 -2.9618
Br -0.7443 -1.9925 -4.1051
C -2.6250 -4.0281 -3.5543
H -4.6924 -6.1811 -2.5476
H -3.7794 -5.2927 -0.6336
H -2.1643 -3.6084 0.1854
H -2.7049 -4.1211 -4.6267
C 7.1244 0.5648 -2.6579
C 5.6841 0.9909 -2.7666
C 5.3391 2.2996 -3.0760
C 4.0080 2.7043 -3.1687
C 3.7346 4.1550 -3.4941
C 2.9854 1.7688 -2.9585
As 1.1259 2.4232 -3.0240
N 0.5433 1.7068 -1.4584
C 0.0456 2.6128 -0.5582
C 0.1967 4.0301 -0.5149
C -0.3193 4.7993 0.5118
C -1.0337 4.2443 1.5707
C -1.2365 2.8727 1.5492
C -0.7302 2.1080 0.5154
C 0.2125 1.2917 -4.3870
C 0.8176 0.6776 -5.4954
C 2.3059 0.4755 -5.6581
C 0.0272 0.1647 -6.5290
C -1.3500 0.2517 -6.5220
C -2.1789 -0.2728 -7.6637
C -1.9435 0.8619 -5.4277
C -1.2020 1.3776 -4.3730
C -1.9810 2.0029 -3.2441
C 3.3203 0.4491 -2.6399
C 2.2836 -0.6152 -2.3946
C 4.6595 0.0811 -2.5505
H 7.7976 1.3956 -2.8736
H 7.3500 -0.2446 -3.3558
H 7.3488 0.2002 -1.6534
H 6.1250 3.0308 -3.2426
H 4.6777 4.6937 -3.6037
H 3.1516 4.6381 -2.7088
H 3.1629 4.2658 -4.4168
H 0.7540 4.5230 -1.3001
H -0.1486 5.8716 0.4881
H -1.4164 4.8572 2.3765
H -1.7996 2.3829 2.3366
H -0.9668 1.0598 0.4990
H 2.6491 -0.3793 -5.0743
H 2.8935 1.3323 -5.3400
H 2.5345 0.2759 -6.7066
H 0.5233 -0.3191 -7.3660
H -1.5706 -0.8614 -8.3518
H -2.6304 0.5451 -8.2315
H -2.9914 -0.9065 -7.3028
H -3.0264 0.9307 -5.3797
H -3.0503 1.9247 -3.4449
H -1.7325 3.0617 -3.1142
H -1.7559 1.5228 -2.2952
H 1.2724 -0.2844 -2.6226
H 2.2991 -0.9329 -1.3469
H 2.4962 -1.5159 -2.9759
H 4.8991 -0.9478 -2.2964
Cl -3.3697 -0.2661 0.3958
C -2.9782 -1.5962 1.4836
C -1.6498 -1.8244 1.7951
C -1.4303 -2.9149 2.6149
Cl 0.2223 -3.2430 3.1207
C -2.4272 -3.7926 3.0352
Cl -2.0670 -5.1979 3.9851
C -3.7491 -3.5210 2.6841
Cl -5.0260 -4.5614 3.2208
C -4.0354 -2.3954 1.9161
Cl -5.6818 -2.0480 1.4923
C 2.9988 -3.2976 0.4251
C 1.6950 -2.8321 -0.2948
O 1.3254 -3.6020 -1.1858
H 2.7342 -3.6087 1.4426
H 3.7002 -2.4614 0.5270
H 3.4707 -4.1368 -0.1020
*
```

***

2.
Density functional theory data (ωB97M-V/def2-TZVPD) for a molecular structure, C26H42N5O3PbSbSe2.

Output
- F_max: 0.1 eV/A
- Calculated total energy: -183715.71653 eV
- Energy relative to the best compared isomer or geometry (same formula, charge and spin): 1.0 kJ/mol
- Molecular weight: 959.53 g/mol

Structure (ORCA input):
```
! wB97M-V def2-TZVPD RIJCOSX def2/J DEFGRID3
* xyz 0 1
Pb 0.6670 0.2156 -0.2104
O -1.6253 -0.5501 0.1510
H -2.2082 -0.0379 0.7708
H -2.0165 -0.5041 -0.7344
N -2.8603 7.3271 0.5168
C -2.3830 6.2914 0.3846
C -1.7946 4.9865 0.2194
C -0.4718 4.7605 0.5725
C 0.0369 3.4859 0.3971
N -0.6812 2.4811 -0.0994
C -1.9495 2.7071 -0.4360
C -2.5541 3.9395 -0.2923
H 0.1452 5.5461 0.9823
H 1.0596 3.2655 0.6809
H -2.5006 1.8702 -0.8448
H -3.5885 4.0827 -0.5688
N -1.9841 1.5170 5.2209
C -2.5563 1.9438 3.9508
C -2.7108 0.7528 3.0180
O -3.0725 0.8646 1.8624
O -2.4424 -0.4137 3.5616
H -1.0373 1.8716 5.3209
H -2.1295 -0.1771 4.4748
H -2.5284 1.8274 6.0122
H -1.9332 2.6800 3.4392
H -3.5486 2.3810 4.0711
Se -0.3205 -0.0502 -2.8685
C 0.3207 1.7394 -3.0602
C 1.6530 2.0667 -2.8196
C 2.0393 3.4022 -2.8448
N 1.2129 4.4084 -3.1061
C -0.0520 4.0836 -3.3860
C -0.5400 2.7894 -3.3792
H 2.3889 1.2943 -2.6303
H 3.0723 3.6692 -2.6449
H -0.7130 4.9130 -3.6169
H -1.5816 2.5936 -3.5970
Se 1.0598 2.9651 3.9522
C 0.5582 1.5666 2.9576
N 0.2204 0.6745 2.2844
C -1.6379 -3.5384 -1.6260
C -0.2800 -4.1948 -1.3723
C -0.4786 -5.6632 -1.0087
C 0.5469 -4.0821 -2.6529
Sb 0.7259 -3.0358 0.1965
C -0.1011 -3.7620 2.0920
C 0.3344 -2.7623 3.1650
C 0.3579 -5.1665 2.4716
C -1.6258 -3.7223 1.9859
C 2.8127 -3.7095 0.1546
C 3.4848 -2.9336 -0.9813
C 3.0114 -5.2075 -0.0497
C 3.4612 -3.2808 1.4714
H -2.1713 -4.1088 -2.3947
H -1.5236 -2.5189 -2.0001
H -2.2675 -3.5048 -0.7365
H -0.9291 -6.1830 -1.8626
H -1.1547 -5.7861 -0.1628
H 0.4584 -6.1684 -0.7738
H -0.0178 -4.5275 -3.4799
H 1.4949 -4.6161 -2.5842
H 0.7494 -3.0420 -2.9214
H 1.4164 -2.7434 3.3018
H -0.1133 -3.0564 4.1217
H 0.0004 -1.7490 2.9379
H 1.4342 -5.2163 2.6392
H 0.0940 -5.9137 1.7230
H -0.1290 -5.4548 3.4108
H -1.9873 -2.7358 1.6911
H -2.0532 -3.9487 2.9691
H -2.0127 -4.4637 1.2860
H 3.0518 -3.1519 -1.9576
H 4.5482 -3.1943 -1.0222
H 3.4208 -1.8538 -0.8202
H 2.6408 -5.5462 -1.0171
H 2.5252 -5.7987 0.7271
H 4.0832 -5.4365 -0.0157
H 3.2986 -2.2209 1.6864
H 4.5436 -3.4395 1.4076
H 3.0964 -3.8585 2.3206
*
```

***

3.
Density functional theory data (ωB97M-V/def2-TZVPD) for a molecular structure, C13H15N4O8S2.

Output
- F_max: 4.2 eV/A
- Calculated total energy: -57730.35449 eV
- Molecular weight: 419.42 g/mol

Structure (ORCA input):
```
! wB97M-V def2-TZVPD RIJCOSX def2/J DEFGRID3
* xyz -1 1
C -0.7447 2.8682 -0.2829
S -1.4820 4.4762 -0.7115
O -0.3826 5.4902 -0.6415
O -1.9867 4.3988 -2.1216
N -2.6314 4.9407 0.4077
S -3.7496 3.7178 0.6166
N -4.5157 3.3068 -0.8375
O -4.8080 4.2692 1.5106
O -3.1883 2.4732 1.2316
H -1.4911 2.0989 -0.5174
H -0.5124 2.8071 0.7831
H 0.1550 2.7676 -0.8940
H -4.3373 4.0038 -1.5486
H -4.2042 2.3900 -1.1336
C -1.1276 -3.7567 1.0740
C -0.5849 -2.8987 0.1254
C -1.3045 -1.7882 -0.2951
C -2.5572 -1.5500 0.2480
C -3.1108 -2.4012 1.1923
C -2.3892 -3.5106 1.6043
N -3.3036 -0.3664 -0.1737
O -2.7976 0.3443 -1.0146
O -4.3760 -0.1652 0.3400
H -0.5640 -4.6211 1.4039
H 0.3943 -3.0952 -0.2826
H -0.8822 -1.1224 -1.0311
H -4.0890 -2.2099 1.6092
H -2.8079 -4.1823 2.3420
C 6.2494 -1.8982 0.3397
C 5.1322 -2.2481 1.0880
C 3.8705 -1.8335 0.6881
C 3.7440 -1.0731 -0.4647
C 4.8512 -0.7112 -1.2165
C 6.1096 -1.1278 -0.8082
N 2.4141 -0.6537 -0.9015
O 1.4683 -0.9714 -0.2118
O 2.3312 -0.0195 -1.9260
H 7.2325 -2.2274 0.6520
H 5.2443 -2.8461 1.9822
H 3.0040 -2.1067 1.2734
H 4.7463 -0.1141 -2.1109
H 6.9815 -0.8542 -1.3867
*
```

***

4.
Density functional theory data (ωB97M-V/def2-TZVPD) for a molecular structure, C25H23CrF4N6O.

Output
- F_max: 0.1 eV/A
- Calculated total energy: -76580.62753 eV
- Expectation value of S²: 6.04
- Energy relative to the best compared isomer or geometry (same formula, charge and spin): 0.0 kJ/mol
- Molecular weight: 551.49 g/mol

Structure (ORCA input):
```
! wB97M-V def2-TZVPD RIJCOSX def2/J DEFGRID3
* xyz -1 5
Cr 0.2253 -0.2885 0.1819
C -2.5019 1.1064 0.3353
N -2.0151 -0.2741 0.2213
C -2.6527 -0.9254 -0.9238
C -2.3127 -1.0250 1.4521
C -1.5108 -0.4846 2.6251
N -0.1719 -0.1612 2.1690
C 0.7430 0.1496 3.1469
C 1.5102 1.3244 3.0744
F 1.2935 2.1834 2.0736
C 2.4632 1.6406 4.0182
F 3.1482 2.7931 3.8896
C 2.7111 0.8286 5.1083
C 1.9637 -0.3250 5.2071
F 2.1764 -1.1714 6.2372
C 1.0177 -0.6589 4.2602
F 0.3860 -1.8487 4.3956
H -3.5762 1.1080 0.5665
H -2.3286 1.6284 -0.6020
H -1.9508 1.6294 1.1130
H -3.7445 -0.9415 -0.8009
H -2.2860 -1.9476 -1.0122
H -2.3993 -0.3853 -1.8347
H -2.0471 -2.0644 1.2636
H -3.3908 -0.9823 1.6686
H -1.5388 -1.2388 3.4191
H -2.0158 0.4064 3.0354
H 3.4617 1.0815 5.8415
C 0.4618 -2.1187 -3.7298
C 0.3360 -1.8168 -2.2691
N 0.2435 -0.5806 -1.7991
N 0.2588 0.5219 -2.6109
C 0.2354 1.5857 -1.8511
O 0.1862 1.5568 -0.5512
C 0.2436 2.9191 -2.5010
C 0.2122 3.0544 -3.8891
C 0.2170 4.3115 -4.4690
C 0.2549 5.4514 -3.6729
C 0.2898 5.3213 -2.2922
C 0.2832 4.0623 -1.7078
C 0.3199 -2.8171 -1.2728
C 0.4217 -4.2083 -1.5326
C 0.4339 -5.0995 -0.4993
C 0.3602 -4.6275 0.8337
C 0.2642 -3.2713 1.0317
N 0.2121 -2.3754 0.0411
H 0.3276 -1.2019 -4.2982
H -0.2839 -2.8502 -4.0503
H 1.4488 -2.5273 -3.9624
H 0.1889 2.1591 -4.4952
H 0.1944 4.4061 -5.5481
H 0.2617 6.4340 -4.1287
H 0.3276 6.2041 -1.6655
H 0.3208 3.9401 -0.6335
H 0.5014 -4.5486 -2.5566
H 0.5147 -6.1611 -0.6996
H 0.3972 -5.2977 1.6800
H 0.2255 -2.8525 2.0319
N 3.4162 -0.3968 0.5328
C 2.2679 -0.3340 0.4046
*
```

***

5.
Density functional theory data (ωB97M-V/def2-TZVPD) for a single C4H3F2N molecule.

Output
- SMILES: Fc1cc[nH]c1F
- F_max: 4.4 eV/A
- Calculated total energy: -11119.84199 eV
- Energy relative to the best compared isomer or geometry (same formula, charge and spin): 102.5 kJ/mol
- Molecular weight: 103.07 g/mol

Structure (ORCA input):
```
! wB97M-V def2-TZVPD RIJCOSX def2/J DEFGRID3
* xyz 0 1
F 0.2274 -0.9834 -1.8170
C -0.0021 -0.5963 -0.5952
C -0.9566 -1.2049 0.2846
C -0.8967 -0.4310 1.4878
N -0.1799 0.6912 1.3114
C 0.5038 0.5824 0.0226
F 1.1302 1.6941 -0.4919
H -1.3692 -2.2495 0.1169
H -1.6126 -0.5979 2.3608
H 0.1324 1.5125 1.9233
*
```

***

6.
Density functional theory data (ωB97M-V/def2-TZVPD) for a molecular structure, C13H17Cl2NO3S.

Output
- F_max: 14.9 eV/A
- Calculated total energy: -57257.93296 eV
- Molecular weight: 338.26 g/mol

Structure (ORCA input):
```
! wB97M-V def2-TZVPD RIJCOSX def2/J DEFGRID3
* xyz 0 1
O -0.2445 2.3408 1.2387
S -0.0107 2.4436 -0.2668
O -0.5165 3.7289 -0.9040
O -0.8362 1.1264 -0.9969
C -2.1373 0.6319 -0.7622
C -3.0960 1.6020 0.0572
C -4.4079 1.1532 0.5130
C -4.7447 0.0053 -0.0566
C -3.9182 -0.8846 -0.6506
C -2.5491 -0.5390 -0.8959
Cl -1.5685 -1.3810 -1.6442
H -4.2845 -1.8206 -0.8789
Cl -6.2896 -0.7117 0.3730
H -4.9754 2.0554 0.8634
H -2.7188 2.6774 0.0820
C 1.4406 2.1119 -0.7198
H 1.9253 2.9659 -1.0530
H 1.3557 1.4937 -1.6624
C 2.5024 1.5702 0.1465
N 2.2321 0.0940 0.5077
C 2.4354 -0.7629 -0.8858
C 2.6668 -2.0997 -0.2181
C 1.6166 -2.6376 0.4967
C 1.2873 -1.7780 1.7969
C 1.0933 -0.2375 0.8808
H 1.0056 0.2894 1.9523
H 0.2021 -0.5916 0.4945
H 2.2551 -1.6569 2.2527
H 0.4062 -2.2123 2.3014
H 1.8889 -3.7984 0.8617
H 0.7429 -2.6989 -0.2393
H 3.6586 -2.2236 0.1092
H 2.9919 -2.7671 -1.2392
H 3.3099 -0.4722 -1.3667
H 1.5693 -0.8286 -1.4582
H 2.2427 2.1489 1.2081
H 3.4690 1.6630 -0.2375
*
```

***

7.
Density functional theory data (ωB97M-V/def2-TZVPD) for a molecular structure, C31H44BrCoF4GeN4O3PSe.

Output
- F_max: 1.3 eV/A
- Calculated total energy: -294642.70161 eV
- Expectation value of S²: 3.76
- Energy relative to the best compared isomer or geometry (same formula, charge and spin): 38.6 kJ/mol
- Molecular weight: 918.09 g/mol

Structure (ORCA input):
```
! wB97M-V def2-TZVPD RIJCOSX def2/J DEFGRID3
* xyz 2 4
Co 1.1415 0.4768 0.2254
F 1.5921 -7.1013 0.3224
C 1.5169 -5.8264 0.6315
C 1.9971 -5.3705 1.8480
F 2.5239 -6.2143 2.7134
C 1.9061 -4.0236 2.1572
F 2.3041 -3.6506 3.3695
C 1.3798 -3.0840 1.2693
P 1.3717 -1.3070 1.7636
C 2.9712 -1.0255 2.5853
C 4.1045 -1.8033 2.3781
C 5.2848 -1.5017 3.0421
C 5.3456 -0.4173 3.9047
C 4.2334 0.3964 4.0721
C 3.0587 0.1061 3.3991
C 0.1091 -1.4461 3.0834
C 0.3266 -1.1628 4.4278
C -0.7113 -1.3055 5.3394
C -1.9616 -1.7332 4.9218
C -2.1790 -2.0300 3.5828
C -1.1495 -1.8835 2.6682
C 0.8213 -3.5845 0.0912
Br -0.2425 -2.5291 -1.0391
C 0.9057 -4.9303 -0.2302
F 0.3745 -5.3797 -1.3589
H 4.0752 -2.6633 1.7203
H 6.1584 -2.1204 2.8842
H 6.2632 -0.1952 4.4330
H 4.2806 1.2519 4.7333
H 2.1983 0.7594 3.5077
H 1.3031 -0.8651 4.7791
H -0.5296 -1.0901 6.3839
H -2.7613 -1.8542 5.6402
H -3.1467 -2.3842 3.2512
H -1.3155 -2.1325 1.6263
N 1.0465 2.4696 -0.8974
C 0.4179 2.1522 -2.1966
C 0.5964 3.3101 -3.1902
C 0.0085 3.2313 -4.6143
C -1.5296 3.1718 -4.7383
N -2.1871 1.8753 -4.5448
C -2.0587 0.8257 -5.3523
N -1.5033 0.9503 -6.5497
N -2.6338 -0.3340 -5.0138
C 0.9494 0.7484 -2.6171
O 0.9207 0.3861 -3.7814
O 1.3645 0.0315 -1.6346
H 0.6035 3.2911 -0.4953
H 2.0163 2.7202 -1.0693
H -0.6471 2.0121 -1.9919
H 1.6716 3.4814 -3.2924
H 0.1757 4.2032 -2.7168
H 0.4672 2.3999 -5.1429
H 0.3080 4.1557 -5.1109
H -1.8224 3.5319 -5.7271
H -1.9791 3.8557 -4.0190
H -2.6788 1.7189 -3.6817
H -1.0689 1.8087 -6.8373
H -1.3269 0.1370 -7.1142
H -2.9097 -0.5057 -4.0638
H -2.4600 -1.1537 -5.5712
C -4.7001 -0.5204 -1.7732
Ge -4.5923 0.5914 -0.1423
C -6.0386 0.2568 1.1329
C -4.4604 2.5032 -0.5994
C -2.8637 0.0025 0.7505
Se -1.3690 1.2347 0.5995
C -1.4978 2.0629 2.3511
H -5.7424 -0.7646 -1.9767
H -4.1586 -1.4590 -1.6456
H -4.3097 0.0031 -2.6484
H -6.9901 0.5347 0.6798
H -5.9005 0.8564 2.0320
H -6.0863 -0.7951 1.4116
H -5.1223 2.7313 -1.4352
H -3.4419 2.7856 -0.8673
H -4.7742 3.1131 0.2478
H -2.5526 -0.9306 0.2816
H -3.0182 -0.1822 1.8121
H -2.4808 2.5172 2.4440
H -0.7300 2.8294 2.4240
H -1.3559 1.3064 3.1204
C 5.6523 0.9458 0.0735
C 4.2538 0.6341 -0.4073
O 3.2544 1.1708 0.4985
H 6.3809 0.4636 -0.5775
H 5.7991 0.5860 1.0890
H 5.8437 2.0214 0.0476
H 4.0696 -0.4390 -0.4531
H 4.0910 1.0442 -1.4072
H 3.5495 2.0461 0.7741
*
```

***

8.
Density functional theory data (ωB97M-V/def2-TZVPD) for a molecular structure, C23H22F6N5O3SY.

Output
- F_max: 4.3 eV/A
- Calculated total energy: -65972.28593 eV
- Energy relative to the best compared isomer or geometry (same formula, charge and spin): 97.8 kJ/mol
- Molecular weight: 651.42 g/mol

Structure (ORCA input):
```
! wB97M-V def2-TZVPD RIJCOSX def2/J DEFGRID3
* xyz 2 1
Y 0.0029 -0.0540 0.1601
F -3.5591 1.3611 5.8629
C -3.5337 2.1169 4.7500
C -2.8024 1.6627 3.6932
C -2.6742 2.4330 2.5306
C -1.8234 1.9804 1.4477
O -1.2878 0.8148 1.5209
C -1.6348 2.9009 0.3862
C -2.3555 4.0706 0.3761
N -3.2147 4.4388 1.3291
C -3.9903 5.6569 1.1590
C -4.6609 5.8980 -0.1582
C -5.4815 5.5422 1.0431
C -3.3419 3.6675 2.4690
C -4.1020 4.1007 3.5599
C -4.2073 3.3582 4.7248
N -4.9560 3.8712 5.8023
C -5.4709 2.9839 6.8392
C -6.6582 3.6403 7.5286
N -6.2265 4.9472 8.1191
C -5.6998 5.8483 7.0462
C -4.5393 5.1583 6.3455
C -0.6786 2.7225 -0.7951
O -0.5171 3.6501 -1.5443
O -0.1099 1.5508 -0.8973
H -2.2754 0.7224 3.7691
H -2.2178 4.7455 -0.4590
H -3.5741 6.5083 1.6831
H -4.5553 5.1428 -0.9252
H -4.6797 6.9101 -0.5342
H -5.9113 4.5492 1.0690
H -6.0940 6.3040 1.5046
H -4.6355 5.0385 3.4939
H -4.7083 2.7235 7.5857
H -5.8256 2.0612 6.3895
H -7.0476 2.9985 8.3164
H -7.4477 3.8492 6.8091
H -5.4860 4.7739 8.8036
H -6.9979 5.3902 8.6199
H -5.3806 6.7893 7.4898
H -6.5129 6.0347 6.3470
H -3.7055 5.0349 7.0556
H -4.1918 5.8081 5.5473
F 5.3066 -3.1437 -2.8476
C 4.6091 -2.4944 -1.9336
C 3.2671 -2.2292 -2.1390
F 2.6519 -2.6276 -3.2486
C 2.5626 -1.5519 -1.1657
F 1.2063 -1.3366 -1.4014
C 3.1156 -1.0940 0.0215
S 2.2486 -0.1838 1.2424
C 4.4699 -1.3890 0.1998
F 5.0748 -0.9969 1.3125
C 5.2069 -2.0719 -0.7530
F 6.4866 -2.3241 -0.5409
N -0.4502 -2.3212 1.0556
N -1.5905 -2.0093 0.2000
H -0.1656 -3.2889 0.9520
H -0.7344 -2.2154 2.0237
H -2.4615 -2.2778 0.6420
H -1.5166 -2.5798 -0.6364
*
```